{
  "formula": "C11H24F9N2O13S3V",
  "method": "ωB97M-V with the def2-TZVPD basis set",
  "e_above_lowest_kcal_mol": 47.39,
  "fmax_ha_per_bohr": 0.1025,
  "homo_ev": -6.62,
  "elements": ["O", "V", "O", "C", "C", "C", "O", "C", "N", "H", "H", "H", "H", "H", "H", "H", "H", "H", "H", "H", "H", "C", "C", "C", "O", "C", "N", "H", "H", "H", "H", "H", "H", "H", "H", "H", "H", "H", "H", "C", "F", "F", "F", "S", "O", "O", "O", "C", "F", "F", "F", "S", "O", "O", "O", "C", "F", "F", "F", "S", "O", "O", "O"],
  "coordinates": [[2.019, 0.483, 0.908], [2.042, 0.223, -0.668], [0.546, 0.321, -1.054], [-2.578, -4.445, -1.953], [-3.548, -4.880, -0.792], [-3.797, -3.825, 0.275], [-4.859, -3.066, -0.188], [-5.473, -2.189, 0.731], [-4.801, -5.636, -1.332], [-4.986, -6.379, -0.673], [-5.664, -5.112, -1.350], [-4.682, -5.961, -2.281], [-2.248, -5.302, -2.540], [-1.705, -3.849, -1.684], [-3.207, -3.726, -2.479], [-3.028, -5.657, -0.231], [-2.872, -3.271, 0.432], [-3.911, -4.288, 1.255], [-4.785, -1.490, 1.207], [-6.015, -2.727, 1.509], [-6.145, -1.491, 0.232], [-3.066, 7.613, 0.222], [-3.177, 6.209, 0.948], [-2.216, 6.128, 2.114], [-2.435, 4.939, 2.952], [-1.378, 4.790, 3.951], [-4.537, 6.046, 1.554], [-4.231, 5.358, 2.228], [-4.704, 6.896, 2.073], [-5.358, 5.908, 0.982], [-3.310, 8.449, 0.877], [-3.674, 7.823, -0.658], [-2.070, 7.743, -0.202], [-3.058, 5.360, 0.275], [-2.195, 6.931, 2.851], [-1.169, 6.152, 1.812], [-0.860, 5.728, 4.148], [-0.563, 4.090, 3.767], [-1.786, 4.314, 4.843], [8.347, 1.404, 1.558], [9.680, 1.428, 1.637], [7.927, 0.430, 2.243], [7.717, 2.523, 1.947], [7.949, 1.018, -0.369], [8.322, 2.188, -1.191], [8.638, -0.226, -0.649], [6.512, 0.863, -0.426], [5.438, -1.987, -6.549], [5.851, -2.961, -5.758], [6.266, -0.933, -6.416], [5.280, -2.330, -7.866], [3.617, -1.533, -6.003], [2.857, -2.799, -6.057], [3.710, -1.023, -4.670], [3.066, -0.538, -6.835], [2.132, -3.859, 3.562], [3.027, -2.802, 3.689], [2.286, -4.731, 4.577], [0.889, -3.341, 3.498], [2.427, -4.610, 1.776], [3.777, -5.201, 2.009], [1.382, -5.653, 1.525], [2.387, -3.534, 0.705]],
  "mulliken_charge": [-0.49, 1.91, -0.56, -1.39, 0.14, -0.73, -0.32, -0.81, -0.24, 0.37, 0.34, 0.34, 0.36, 0.40, 0.42, 0.38, 0.41, 0.40, 0.32, 0.33, 0.26, -1.32, 0.17, -0.75, -0.47, -0.73, -0.25, 0.38, 0.36, 0.31, 0.38, 0.42, 0.37, 0.29, 0.45, 0.50, 0.33, 0.29, 0.28, 0.59, -0.23, -0.20, -0.23, 1.05, -0.65, -0.61, -0.62, 0.56, -0.19, -0.21, -0.22, 1.07, -0.70, -0.64, -0.65, 0.56, -0.22, -0.20, -0.23, 1.01, -0.65, -0.66, -0.59]
}

---

{
  "formula": "C31H39AuGeN2P2",
  "method": "ωB97M-V with the def2-TZVPD basis set",
  "s2": 2.01,
  "multiplicity": 3,
  "fmax_ha_per_bohr": 0.0138,
  "homo_ev": [-6.65, -7.03],
  "elements": ["Au", "C", "P", "C", "C", "C", "C", "C", "C", "C", "P", "C", "C", "H", "H", "H", "H", "H", "H", "H", "H", "H", "H", "H", "H", "H", "H", "H", "H", "N", "C", "C", "N", "H", "H", "H", "H", "H", "H", "H", "H", "C", "Ge", "C", "C", "C", "C", "C", "C", "C", "C", "C", "C", "C", "C", "C", "C", "C", "C", "C", "C", "H", "H", "H", "H", "H", "H", "H", "H", "H", "H", "H", "H", "H", "H", "H"],
  "coordinates": [[-1.752, 0.882, -1.141], [-4.806, -0.252, 1.958], [-3.320, 0.064, 0.884], [-2.203, 0.696, 2.207], [-2.705, -1.662, 0.695], [-2.554, -2.490, 1.806], [-2.093, -3.788, 1.676], [-1.778, -4.284, 0.421], [-1.942, -3.483, -0.696], [-2.408, -2.174, -0.577], [-2.679, -1.152, -2.077], [-1.329, -1.701, -3.196], [-4.097, -2.101, -2.797], [-4.559, -0.713, 2.916], [-5.509, -0.886, 1.417], [-5.284, 0.711, 2.143], [-2.169, 0.027, 3.068], [-2.568, 1.674, 2.528], [-1.206, 0.812, 1.786], [-2.802, -2.121, 2.794], [-1.970, -4.411, 2.553], [-1.400, -5.294, 0.312], [-1.700, -3.885, -1.673], [-1.452, -2.722, -3.560], [-0.389, -1.605, -2.653], [-1.303, -1.026, -4.052], [-3.888, -3.170, -2.802], [-4.269, -1.752, -3.816], [-4.993, -1.908, -2.206], [-1.223, 2.552, -3.171], [-0.688, 3.779, -2.565], [-1.769, 4.558, -1.805], [-2.270, 3.843, -0.638], [-0.507, 2.081, -3.708], [-1.992, 2.778, -3.790], [-0.268, 4.463, -3.312], [0.111, 3.477, -1.883], [-2.615, 4.718, -2.479], [-1.361, 5.544, -1.553], [-3.140, 4.240, -0.306], [-1.600, 3.868, 0.121], [0.109, 1.079, -0.342], [1.709, 0.358, 0.384], [2.826, -0.438, -1.042], [2.373, -0.391, -2.358], [3.104, -0.967, -3.387], [4.313, -1.590, -3.109], [4.780, -1.636, -1.803], [4.037, -1.070, -0.777], [2.627, 1.938, 1.164], [1.979, 3.171, 1.107], [2.573, 4.324, 1.597], [3.840, 4.262, 2.160], [4.497, 3.042, 2.234], [3.894, 1.893, 1.742], [1.618, -1.017, 1.798], [1.698, -0.654, 3.141], [1.664, -1.618, 4.138], [1.556, -2.960, 3.801], [1.458, -3.331, 2.467], [1.481, -2.363, 1.474], [1.433, 0.112, -2.568], [2.735, -0.931, -4.405], [4.887, -2.041, -3.909], [5.728, -2.115, -1.587], [4.401, -1.129, 0.244], [0.991, 3.206, 0.658], [2.052, 5.273, 1.539], [4.313, 5.159, 2.538], [5.485, 2.989, 2.676], [4.417, 0.944, 1.810], [1.804, 0.394, 3.402], [1.737, -1.325, 5.178], [1.551, -3.716, 4.577], [1.377, -4.378, 2.200], [1.405, -2.659, 0.432]],
  "mulliken_charge": [-0.25, -1.35, 0.54, -0.73, 0.47, -0.24, -1.02, -0.82, -0.41, 0.32, 0.64, -1.19, -1.43, 0.34, 0.37, 0.44, 0.40, 0.40, -0.25, 0.18, 0.41, 0.40, 0.27, 0.43, 0.17, 0.44, 0.39, 0.43, 0.37, -0.46, -0.34, -0.76, -0.32, 0.21, 0.23, 0.42, 0.09, 0.38, 0.36, 0.22, 0.10, -1.06, 3.12, -0.24, -0.12, -0.56, -0.44, -0.67, -0.25, -0.73, -0.09, -0.62, -0.43, -0.73, 0.12, -0.07, -0.22, -0.65, -0.47, -0.71, -0.38, 0.26, 0.40, 0.36, 0.40, 0.25, 0.18, 0.40, 0.37, 0.38, 0.26, 0.39, 0.42, 0.39, 0.43, 0.42]
}

---

{
  "formula": "C44H35NNiO2P2S2Si",
  "method": "ωB97M-V with the def2-TZVPD basis set",
  "e_above_lowest_kcal_mol": 7.95,
  "s2": 2.01,
  "multiplicity": 3,
  "fmax_ha_per_bohr": 0.0153,
  "homo_ev": [-6.54, -8.44],
  "elements": ["Ni", "C", "Si", "C", "C", "C", "C", "C", "C", "P", "C", "C", "C", "C", "C", "C", "C", "C", "C", "C", "C", "C", "C", "C", "C", "C", "C", "C", "P", "C", "C", "C", "C", "C", "C", "C", "C", "C", "C", "C", "C", "H", "H", "H", "H", "H", "H", "H", "H", "H", "H", "H", "H", "H", "H", "H", "H", "H", "H", "H", "H", "H", "H", "H", "H", "H", "H", "H", "H", "H", "H", "H", "O", "S", "O", "N", "C", "S", "C", "C", "C", "C", "C", "C", "H", "H", "H", "H"],
  "coordinates": [[-0.385, -0.544, -0.267], [-1.512, -0.968, 3.343], [-0.284, -0.679, 1.999], [1.113, -1.919, 2.261], [1.251, -2.717, 3.408], [2.320, -3.593, 3.548], [3.285, -3.685, 2.547], [3.167, -2.908, 1.402], [2.074, -2.053, 1.249], [1.841, -1.022, -0.246], [3.435, -0.126, -0.315], [4.455, -0.415, -1.217], [5.675, 0.255, -1.130], [5.885, 1.204, -0.138], [4.875, 1.481, 0.778], [3.658, 0.822, 0.689], [1.805, -2.152, -1.676], [1.921, -1.611, -2.963], [1.752, -2.419, -4.079], [1.442, -3.767, -3.922], [1.301, -4.301, -2.651], [1.480, -3.498, -1.528], [0.496, 1.026, 2.353], [1.084, 1.316, 3.599], [1.615, 2.569, 3.879], [1.538, 3.585, 2.929], [0.950, 3.331, 1.699], [0.460, 2.056, 1.397], [-0.309, 1.691, -0.225], [-1.724, 2.834, -0.270], [-2.838, 2.514, 0.510], [-3.947, 3.349, 0.527], [-3.951, 4.510, -0.238], [-2.849, 4.834, -1.017], [-1.738, 3.996, -1.039], [0.787, 2.291, -1.549], [2.041, 2.858, -1.360], [2.857, 3.149, -2.452], [2.418, 2.886, -3.742], [1.157, 2.329, -3.946], [0.351, 2.023, -2.857], [-1.054, -0.763, 4.324], [-1.869, -2.009, 3.328], [-2.382, -0.308, 3.220], [0.513, -2.648, 4.207], [2.408, -4.203, 4.442], [4.126, -4.361, 2.661], [3.920, -2.977, 0.622], [4.308, -1.159, -1.991], [6.463, 0.026, -1.840], [6.838, 1.721, -0.071], [5.035, 2.212, 1.563], [2.877, 1.036, 1.415], [2.131, -0.551, -3.090], [1.847, -1.996, -5.073], [1.304, -4.398, -4.794], [1.040, -5.346, -2.528], [1.363, -3.918, -0.535], [1.134, 0.538, 4.363], [2.074, 2.762, 4.844], [1.923, 4.575, 3.155], [0.863, 4.132, 0.970], [-2.851, 1.594, 1.086], [-4.816, 3.072, 1.115], [-4.823, 5.158, -0.235], [-2.854, 5.738, -1.619], [-0.883, 4.252, -1.655], [2.397, 3.071, -0.362], [3.841, 3.578, -2.287], [3.055, 3.117, -4.590], [0.807, 2.120, -4.953], [-0.622, 1.562, -3.016], [-6.275, 0.888, -0.896], [-5.488, 0.161, 0.051], [-5.466, 0.588, 1.423], [-3.929, 0.029, -0.494], [-3.594, -1.211, -0.662], [-2.025, -1.743, -1.159], [-4.688, -2.209, -0.379], [-4.646, -3.586, -0.435], [-5.806, -4.290, -0.123], [-6.975, -3.624, 0.236], [-7.011, -2.236, 0.304], [-5.848, -1.563, -0.005], [-3.731, -4.092, -0.719], [-5.801, -5.373, -0.161], [-7.867, -4.192, 0.471], [-7.915, -1.707, 0.583]],
  "mulliken_charge": [0.15, -1.25, 1.15, -0.11, -0.70, -0.64, -0.82, -0.21, -0.51, 1.52, 1.03, -0.62, -0.66, -0.69, -0.59, -0.31, 0.16, -0.19, -0.80, -0.63, -0.76, -0.59, 0.00, -0.43, -0.87, -0.98, -0.20, -0.03, 1.38, 0.88, -0.93, -0.59, -0.68, -0.68, -0.50, 0.51, -0.50, -0.61, -0.56, -0.79, -0.44, 0.37, 0.36, 0.36, 0.37, 0.42, 0.40, 0.48, 0.45, 0.44, 0.39, 0.47, 0.22, 0.45, 0.44, 0.39, 0.42, 0.40, 0.34, 0.43, 0.43, 0.58, 0.68, 0.50, 0.38, 0.41, 0.38, 0.34, 0.42, 0.37, 0.41, 0.53, -0.67, 1.16, -0.64, -0.25, 0.64, -0.66, 0.08, -0.67, -0.63, -0.51, -0.67, 0.25, 0.46, 0.39, 0.38, 0.44]
}

---

Number 2 is which compound?
C31H39AuGeN2P2